*1*
ORCA calculation (the ωB97M-V functional and the def2-TZVPD basis) on a single C3H4N2 molecule.

2S+1: 1
orbital gap: 0.3684 hartree
total charge: 0
E_HOMO: -0.386 hartree
SMILES string: C/C=N\C#N

Each line ends with the Mulliken charge.
Atoms and positions in Å:
C: 1.45672 -0.90914 0.00508  -0.88
C: 1.05151 0.61243 -0.00363  -0.02
N: -0.20973 1.17944 -0.02480  -0.46
C: -1.13324 0.18029 0.09909  0.49
N: -1.94873 -0.73425 -0.04252  -0.48
H: 1.88045 -1.09240 0.98933  0.30
H: 2.42790 -0.87232 -0.50129  0.30
H: 0.65572 -1.65774 -0.45778  0.34
H: 1.89518 1.20460 -0.16218  0.40

*2*
ORCA calculation (the ωB97M-V functional and the def2-TZVPD basis) on a single C3H4N2 molecule.

2S+1: 1
orbital gap: 0.4263 hartree
total charge: 0
E_HOMO: -0.406 hartree
SMILES string: N#C[C@H]1CN1

Each line ends with the Mulliken charge.
Atoms and positions in Å:
N: -1.13528 -2.36575 -0.96867  -0.37
C: -0.68929 -1.42606 -0.45199  -0.06
C: -0.25956 -0.22616 0.24607  0.40
C: 0.78432 0.50325 -0.28240  -0.42
N: -0.63823 1.19248 -0.03019  -0.57
H: -0.12125 -0.58042 1.35193  0.26
H: 1.19030 0.39743 -1.26406  0.28
H: 1.44772 1.06010 0.45981  0.20
H: -0.57872 1.44513 0.93950  0.29

Most stable pick: *1*. Distance to second place: 31.2 kJ/mol.

*1*
ORCA calculation (the ωB97M-V functional and the def2-TZVPD basis) on a molecular structure, C29H29Cl5GeN6O5SeSiTi.

2S+1: 2
orbital gap (alpha / beta): 0.1610 / 0.2120 hartree
total charge: -1
E_HOMO (alpha / beta): -0.128 / -0.167 hartree

Each line ends with the Löwdin spin population.
Atoms and positions in Å:
Ti: 0.12663 -0.19378 -0.19566  0.10
C: -1.61767 2.83152 3.74954  0.00
O: -1.43337 1.61442 3.02424  0.00
C: -0.33667 1.50102 2.25374  0.01
O: -0.41297 0.99852 1.11494  0.00
N: 0.83303 2.08902 2.71374  0.00
N: 1.98083 1.87182 1.93804  0.00
H: -2.69047 2.92902 3.90534  0.00
H: -1.27807 3.68812 3.16654  0.00
H: -1.09847 2.79992 4.71394  0.00
H: 0.93953 2.13712 3.72444  0.00
H: 2.60263 1.16902 2.33174  0.00
H: 2.46983 2.74792 1.77924  0.00
Se: 0.08813 -5.40258 5.61834  0.06
N: -1.20227 -4.60458 4.65354  0.05
C: -0.61897 -3.78248 3.79144  -0.01
C: -1.33317 -2.95908 2.86984  0.06
C: -2.72257 -2.90528 2.81414  0.01
C: -3.33267 -2.03718 1.92594  0.08
C: -2.53357 -1.29018 1.06144  0.00
N: -1.21587 -1.35898 1.04464  0.09
C: -0.58687 -2.12378 1.97894  0.09
C: 0.81503 -2.02298 2.06444  0.12
N: 1.44543 -1.08768 1.28204  0.12
C: 2.77363 -1.04118 1.34934  0.01
C: 3.54983 -1.86278 2.16424  0.08
C: 2.92453 -2.77288 3.00054  0.04
C: 1.53763 -2.85598 2.98144  0.04
C: 0.80933 -3.73448 3.83974  -0.01
N: 1.38543 -4.51878 4.74434  0.03
H: -3.29327 -3.52538 3.48814  0.00
H: -4.40687 -1.94848 1.87794  0.01
H: -2.99287 -0.61908 0.34614  0.00
H: 3.26813 -0.30438 0.72944  0.00
H: 4.62583 -1.78258 2.13544  0.01
H: 3.47703 -3.41358 3.66904  0.00
C: -1.17157 -2.64568 -3.28466  0.00
Si: -2.03777 -1.08858 -2.57096  0.00
C: -3.67337 -1.88748 -1.92716  0.00
C: -2.47567 0.04302 -4.04926  0.00
O: -1.25567 -0.22838 -1.44416  0.00
H: -1.90207 -3.26908 -3.79196  0.00
H: -0.72647 -3.22938 -2.48446  0.00
H: -0.40977 -2.38608 -4.00876  0.00
H: -4.15117 -2.41398 -2.74936  0.00
H: -4.37677 -1.14378 -1.56966  0.00
H: -3.50667 -2.61408 -1.13476  0.00
H: -2.59977 -0.53558 -4.95756  0.00
H: -1.69877 0.77972 -4.22776  0.00
H: -3.40487 0.57522 -3.86696  0.00
Cl: 3.72303 -2.58748 -1.48386  0.00
C: 2.55973 -2.42828 -2.80296  0.00
Cl: 1.92543 -4.01978 -3.22466  0.00
C: 1.42333 -1.45328 -2.34806  0.00
O: 1.08293 -0.59288 -3.13716  0.00
O: 1.01583 -1.62988 -1.17036  0.01
H: 3.08233 -2.04138 -3.67926  0.00
C: 0.54633 5.41932 -1.89596  0.00
C: -0.09047 4.76312 -0.83566  0.00
C: 0.22773 3.46752 -0.53096  0.00
C: 1.23153 2.75402 -1.22026  0.00
C: 1.56053 1.39172 -0.95806  0.00
C: 2.74543 0.92862 -1.47796  0.00
C: 3.53293 1.68202 -2.37076  0.00
C: 3.12943 2.92222 -2.76256  0.00
C: 1.97983 3.49412 -2.18756  0.00
C: 1.57043 4.79462 -2.54536  0.00
H: 0.22423 6.40782 -2.18616  0.00
H: -0.87227 5.26082 -0.28206  0.00
H: -0.27837 2.98692 0.29004  0.00
H: 3.11613 -0.06158 -1.24806  0.00
H: 4.43573 1.24192 -2.77096  0.00
H: 3.69843 3.49932 -3.48066  0.00
H: 2.08473 5.27792 -3.36376  0.00
Cl: -2.40047 3.39092 -2.59556  0.00
Ge: -2.57027 1.91862 -0.87196  0.00
Cl: -4.80157 1.43352 -1.19406  0.00
Cl: -3.03807 3.59462 0.75204  0.00

*2*
ORCA calculation (the ωB97M-V functional and the def2-TZVPD basis) on a molecular structure, C29H29Cl5GeN6O5SeSiTi.

2S+1: 2
orbital gap (alpha / beta): 0.1983 / 0.2071 hartree
total charge: -1
E_HOMO (alpha / beta): -0.174 / -0.183 hartree

Each line ends with the Löwdin spin population.
Atoms and positions in Å:
Ti: 0.06110 -0.00030 0.34368  0.90
C: 4.54032 -1.14894 0.27830  0.00
O: 3.80510 -2.13558 1.02953  0.00
C: 2.49315 -2.00518 1.07644  0.00
O: 1.86822 -1.20815 0.37184  0.00
N: 1.96150 -2.91152 1.92536  0.00
N: 0.57415 -3.07487 1.99945  0.00
H: 5.55171 -1.53954 0.22047  0.00
H: 4.53950 -0.19990 0.80577  0.00
H: 4.11435 -1.03489 -0.71631  0.00
H: 2.53237 -3.09879 2.73851  0.00
H: 0.18676 -2.40121 2.65668  0.00
H: 0.39326 -4.02426 2.29319  0.00
Se: -6.12358 -4.98464 0.12273  0.00
N: -5.84198 -3.38634 0.86607  0.00
C: -4.63054 -3.02337 0.55173  0.00
C: -4.03405 -1.75690 0.96907  0.00
C: -4.69252 -0.81164 1.75241  0.01
C: -4.02742 0.34983 2.08279  0.00
C: -2.73535 0.55513 1.60865  0.01
N: -2.10996 -0.33383 0.84265  0.00
C: -2.73476 -1.48146 0.55229  0.01
C: -1.95677 -2.43954 -0.23551  0.01
N: -0.70660 -2.07140 -0.50693  0.01
C: 0.03323 -2.86711 -1.26481  0.01
C: -0.42975 -4.08584 -1.74749  0.00
C: -1.71138 -4.49133 -1.43472  0.01
C: -2.50482 -3.64860 -0.66410  0.00
C: -3.87610 -3.95697 -0.26808  0.00
N: -4.49243 -5.05627 -0.59992  0.00
H: -5.70054 -1.00853 2.09211  0.00
H: -4.48661 1.10248 2.70750  0.00
H: -2.16892 1.44715 1.84934  0.00
H: 1.02824 -2.50977 -1.49383  0.00
H: 0.21715 -4.69906 -2.35873  0.00
H: -2.11150 -5.43546 -1.77984  0.00
C: 1.27359 4.04286 -0.45314  0.00
Si: -0.39825 3.35795 0.01902  0.00
C: -1.07393 4.30036 1.48575  0.00
C: -1.54740 3.52644 -1.45541  0.00
O: -0.35213 1.76762 0.43174  -0.01
H: 1.14279 5.00602 -0.95604  0.00
H: 1.80080 3.37477 -1.13932  0.00
H: 1.90881 4.21097 0.41919  0.00
H: -1.05574 5.37927 1.31028  0.00
H: -0.46536 4.07810 2.36511  0.00
H: -2.10538 4.01209 1.71038  0.00
H: -1.69100 4.57750 -1.72193  0.00
H: -2.52804 3.09281 -1.24042  0.00
H: -1.13409 3.00463 -2.32241  0.00
Cl: -1.83612 -0.45889 5.16832  0.00
C: -0.08566 -0.21562 4.86161  0.00
Cl: 0.77286 -1.74895 5.11042  0.00
C: 0.04888 0.41238 3.45363  0.00
O: -0.00233 1.62936 3.44179  0.01
O: 0.10516 -0.40079 2.47333  0.01
H: 0.27536 0.48671 5.60167  0.00
C: 3.73476 1.94138 -3.78657  0.00
C: 3.74972 1.67199 -2.39972  0.00
C: 2.65287 1.11676 -1.80475  0.00
C: 1.47266 0.80095 -2.53245  0.00
C: 0.32761 0.24265 -1.87166  0.00
C: -0.77919 0.04573 -2.67290  0.01
C: -0.81322 0.34652 -4.05418  0.00
C: 0.28973 0.85755 -4.67374  0.00
C: 1.46499 1.10238 -3.92237  0.00
C: 2.62083 1.66345 -4.52432  0.00
H: 4.60429 2.38329 -4.25839  0.00
H: 4.61252 1.92370 -1.79531  0.00
H: 2.66511 0.93130 -0.73774  0.00
H: -1.69693 -0.35375 -2.24133  0.00
H: -1.72241 0.17103 -4.62025  0.00
H: 0.28108 1.09350 -5.73266  0.00
H: 2.59503 1.88352 -5.58675  0.00
Cl: 2.84319 3.67811 3.39687  0.00
Ge: 2.81607 1.91386 1.98086  0.00
Cl: 4.96235 2.30143 1.12845  0.00
Cl: 3.44158 0.22567 3.47910  0.00

Most stable pick: *2*. Distance to second place: 328.1 kJ/mol.

*1*
ORCA calculation (the ωB97M-V functional and the def2-TZVPD basis) on a molecular structure, C10H25BrN2S4V.

2S+1: 4
orbital gap (alpha / beta): 0.3097 / 0.3461 hartree
total charge: +2
E_HOMO (alpha / beta): -0.509 / -0.556 hartree

Each line ends with the Löwdin spin population.
Atoms and positions in Å:
V: 0.30389 -0.59868 -0.62082  2.75
C: 2.27154 0.57591 1.81734  0.01
C: 2.62516 -0.91744 1.79220  0.01
S: 2.40251 -1.51540 0.08515  0.02
C: 1.98365 -3.27501 0.24063  0.01
C: 1.42074 -3.76612 -1.10080  0.01
S: 0.17501 -2.66958 -1.89276  0.02
C: -1.41342 -3.32586 -1.27112  0.01
C: -1.69564 -3.08723 0.21767  0.01
S: -1.62655 -1.30865 0.58380  0.02
C: -0.94387 -1.25677 2.27117  0.01
C: -0.45606 0.17867 2.54813  0.01
S: 0.57955 0.96313 1.23678  0.03
H: 2.91877 1.13233 1.13940  0.00
H: 2.39682 0.99257 2.81438  0.00
H: 1.97983 -1.49733 2.45050  0.00
H: 3.65862 -1.07235 2.09123  0.00
H: 1.25859 -3.37793 1.04408  0.00
H: 2.87986 -3.83191 0.50275  0.00
H: 0.97527 -4.75141 -0.98192  0.00
H: 2.21433 -3.84992 -1.83791  0.00
H: -1.43083 -4.39161 -1.48657  0.00
H: -2.15862 -2.84509 -1.90034  0.00
H: -0.97222 -3.59933 0.84965  0.00
H: -2.68943 -3.44788 0.47111  0.00
H: -0.12982 -1.97696 2.33378  0.00
H: -1.71465 -1.54048 2.98670  0.00
H: 0.11683 0.20645 3.47311  0.00
H: -1.30470 0.84869 2.65948  0.00
N: -1.71793 3.81323 -2.85496  0.00
C: -1.45447 4.70993 -1.64729  0.00
C: -0.87756 3.91941 -0.48394  0.00
N: 0.52280 3.52452 -0.60943  0.00
H: -1.99135 4.35605 -3.67267  0.00
H: -2.44732 3.12698 -2.65764  0.00
H: -0.89541 3.25650 -3.09493  0.00
H: -2.41003 5.16777 -1.39947  0.00
H: -0.76662 5.48382 -1.98084  0.00
H: -1.48782 3.02575 -0.32288  0.00
H: -0.98550 4.54320 0.40317  0.00
H: 1.14807 4.31294 -0.50397  0.00
H: 0.74107 3.04369 -1.47130  0.00
Br: -1.00309 0.72142 -2.22063  0.06

*2*
ORCA calculation (the ωB97M-V functional and the def2-TZVPD basis) on a molecular structure, C10H25BrN2S4V.

2S+1: 4
orbital gap (alpha / beta): 0.2416 / 0.2262 hartree
total charge: +2
E_HOMO (alpha / beta): -0.465 / -0.465 hartree

Each line ends with the Löwdin spin population.
Atoms and positions in Å:
V: -0.40531 -0.29667 0.26540  2.73
C: -0.22819 -0.94732 3.55845  0.01
C: -1.37267 0.04327 3.42410  0.01
S: -2.14203 -0.15041 1.77584  0.02
C: -2.82606 1.50610 1.41554  0.02
C: -3.19329 1.52457 -0.06501  0.01
S: -1.88028 0.86615 -1.17263  0.03
C: -0.91900 2.35491 -1.59575  0.01
C: 0.01199 2.85363 -0.50210  0.01
S: 1.07103 1.45678 0.03257  0.03
C: 1.37262 1.83668 1.79521  0.02
C: 1.92642 0.59318 2.47408  0.01
S: 0.94491 -0.92699 2.15513  0.03
H: -0.60219 -1.97134 3.58406  0.00
H: 0.34784 -0.76974 4.46516  0.00
H: -1.04259 1.07538 3.52938  0.00
H: -2.13154 -0.16354 4.17802  0.00
H: -2.06712 2.24889 1.65771  0.00
H: -3.69988 1.66969 2.04671  0.00
H: -3.44853 2.52923 -0.39766  0.00
H: -4.04961 0.87637 -0.24982  0.00
H: -1.62589 3.12382 -1.90449  0.00
H: -0.35315 2.04083 -2.47683  0.00
H: -0.51339 3.24021 0.37045  0.00
H: 0.67056 3.62878 -0.89263  0.00
H: 0.42561 2.15196 2.23106  0.00
H: 2.08865 2.65612 1.85563  0.00
H: 1.97740 0.72023 3.55439  0.00
H: 2.92954 0.37326 2.10991  0.00
N: 2.22981 -3.88945 -3.04424  0.00
C: 1.72177 -2.49221 -3.32952  0.00
C: 0.60393 -2.03424 -2.40104  0.01
N: 1.00391 -1.54298 -1.05532  0.02
H: 2.91257 -4.17794 -3.74932  0.00
H: 1.46243 -4.56332 -3.07133  0.00
H: 2.68345 -3.95310 -2.13443  0.00
H: 1.34911 -2.49319 -4.35294  0.00
H: 2.57269 -1.81331 -3.27979  0.00
H: -0.14750 -2.81900 -2.28910  0.00
H: 0.10084 -1.19892 -2.92338  0.00
H: 1.79872 -0.91394 -1.14460  0.00
H: 1.27610 -2.29056 -0.42221  0.00
Br: -0.83366 0.03811 -4.02467  0.01

Most stable pick: *1*. Distance to second place: 239.2 kJ/mol.